1.
{
  "formula": "C2H4N4S2",
  "method": "ωB97M-V with the def2-TZVPD basis set",
  "molar_mass_g_mol": 148.2,
  "total_charge": 0,
  "relative_energy_kcal_mol": 81.1,
  "e_lumo_ev": -0.284,
  "gap_ev": 9.667,
  "homo_ha": -0.36569,
  "species": ["S", "N", "N", "C", "C", "H", "N", "H", "S", "N", "H", "H"],
  "positions_angstrom": [[-0.8214, -1.7273, 1.2428], [-1.3878, 1.8974, 1.2024], [-1.6197, 0.7160, 1.5188], [1.1888, 0.2211, -0.6563], [0.2258, 0.7276, 0.2818], [-1.4297, -1.9042, -0.2510], [-0.6366, -0.0285, 1.0055], [0.8572, -1.8698, -1.5551], [0.1445, -0.5115, -2.0001], [-0.1159, 1.9251, 0.5351], [1.9349, -0.5400, -0.2968], [1.6599, 1.0941, -1.0269]],
  "lowdin_charge": [0.72, 0.01, -0.05, -0.48, -0.57, -0.01, -0.52, 0.02, 0.65, 0.09, 0.10, 0.06]
}

2.
{
  "formula": "C2H4N6",
  "method": "ωB97M-V with the def2-TZVPD basis set",
  "molar_mass_g_mol": 112.1,
  "total_charge": 0,
  "relative_energy_kcal_mol": 5.3,
  "e_lumo_ev": 0.344,
  "gap_ev": 10.481,
  "homo_ha": -0.37252,
  "species": ["C", "N", "N", "N", "N", "H", "H", "H", "H", "N", "N", "C"],
  "positions_angstrom": [[2.3078, 0.3954, -0.1065], [0.3970, -0.2961, -0.1235], [2.3710, -0.9298, 0.0554], [-1.5839, 0.9266, -0.0299], [1.1220, -1.3523, 0.0369], [-1.0763, 1.6600, 0.4342], [-2.6300, -1.4366, -0.1448], [-2.5176, 0.9080, 0.3979], [3.1695, 1.0455, -0.0839], [1.0710, 0.8558, -0.2100], [-1.6118, -1.4547, -0.1575], [-1.0187, -0.3218, -0.0684]],
  "lowdin_charge": [-0.22, -0.16, 0.03, 0.12, 0.08, 0.08, 0.05, 0.11, 0.10, 0.12, 0.14, -0.47]
}

3.
{
  "formula": "C2H4NO",
  "method": "ωB97M-V with the def2-TZVPD basis set",
  "molar_mass_g_mol": 58.1,
  "total_charge": 1,
  "relative_energy_kcal_mol": 67.3,
  "e_lumo_ev": -7.779,
  "gap_ev": 9.424,
  "homo_ha": -0.63222,
  "species": ["C", "H", "H", "N", "H", "O", "C", "H"],
  "positions_angstrom": [[0.5351, -0.0031, -0.1592], [-1.4360, 0.7518, -0.8356], [-1.4313, -0.3803, 0.6751], [1.1829, -0.9736, 0.0487], [-1.1226, 1.3189, 0.6435], [1.8811, -1.8685, 0.1384], [-0.8827, 0.3692, 0.0428], [1.2734, 0.7857, -0.5536]],
  "lowdin_charge": [-0.04, 0.11, 0.12, 0.05, 0.14, 0.37, 0.00, 0.25]
}

4.
{
  "formula": "C2H4NO2",
  "method": "ωB97M-V with the def2-TZVPD basis set",
  "molar_mass_g_mol": 74.1,
  "total_charge": -1,
  "relative_energy_kcal_mol": 88.8,
  "e_lumo_ev": 4.520,
  "gap_ev": 8.628,
  "homo_ha": -0.15099,
  "species": ["O", "H", "H", "C", "H", "H", "C", "N", "O"],
  "positions_angstrom": [[-2.0126, 0.8214, 0.4160], [0.8405, -0.7739, 0.2383], [0.3102, 0.9890, 0.8354], [0.2166, 0.2518, 0.0282], [1.7133, -0.5064, -1.1462], [0.1614, 0.9881, -0.7606], [-1.3567, -0.2047, 0.2443], [1.7821, -0.1626, -0.1812], [-1.6549, -1.4026, 0.3257]],
  "lowdin_charge": [-0.06, 0.05, 0.09, -0.26, -0.01, 0.08, -0.74, -0.09, -0.07]
}

5.
{
  "formula": "C2H4NO2",
  "method": "ωB97M-V with the def2-TZVPD basis set",
  "molar_mass_g_mol": 74.1,
  "total_charge": 1,
  "relative_energy_kcal_mol": 127.3,
  "e_lumo_ev": -7.329,
  "gap_ev": 11.238,
  "homo_ha": -0.68232,
  "species": ["O", "O", "H", "N", "C", "H", "C", "H", "H"],
  "positions_angstrom": [[2.2667, -0.8732, -0.0621], [1.1361, 1.1484, -0.2661], [-0.0427, 0.3371, 1.5873], [1.4362, -0.0976, 0.0596], [0.1284, 0.2328, 0.4548], [-1.7053, 0.8022, -0.3286], [-1.0697, -0.1074, -0.3502], [-0.6481, -0.5177, -1.2623], [-1.5017, -0.9246, 0.1676]],
  "lowdin_charge": [0.37, 0.25, 0.22, -0.15, -0.09, 0.14, 0.04, 0.11, 0.10]
}

6.
{
  "formula": "C2H4NO2",
  "method": "ωB97M-V with the def2-TZVPD basis set",
  "molar_mass_g_mol": 74.1,
  "total_charge": 1,
  "relative_energy_kcal_mol": 25.6,
  "e_lumo_ev": -4.691,
  "gap_ev": 12.159,
  "homo_ha": -0.61925,
  "species": ["C", "O", "O", "C", "H", "H", "H", "N", "H"],
  "positions_angstrom": [[-0.6294, -0.7250, -0.8249], [1.9963, -3.0418, 1.1535], [-0.3684, -1.8408, -1.0608], [1.7180, -1.9875, 1.2602], [0.5981, -0.8378, 0.9677], [0.8255, 0.4637, -0.2200], [-0.5751, 0.7252, 0.6996], [0.1189, 0.0358, 0.2482], [-1.4019, -0.0712, -1.0970]],
  "lowdin_charge": [-0.20, 0.22, 0.19, 0.08, 0.11, 0.10, 0.20, 0.16, 0.13]
}

7.
{
  "formula": "C2H4NO2",
  "method": "ωB97M-V with the def2-TZVPD basis set",
  "molar_mass_g_mol": 74.1,
  "total_charge": 1,
  "relative_energy_kcal_mol": 146.9,
  "e_lumo_ev": [-8.287, -8.287],
  "gap_ev": [9.873, 9.872],
  "homo_ha": [-0.66734, -0.66732],
  "species": ["H", "C", "H", "H", "O", "N", "O", "C", "H"],
  "positions_angstrom": [[-0.4019, -0.1867, -1.0489], [0.1071, 0.2790, -0.2262], [-0.5145, -1.5049, 1.0889], [-0.4197, 1.2146, -0.0163], [2.2828, -2.2817, 0.0585], [1.4760, -1.5657, 0.4087], [1.3501, -0.9108, 1.8181], [0.2999, -0.8493, 0.7584], [1.1714, 0.4744, -0.4819]],
  "lowdin_charge": [0.11, 0.04, 0.19, 0.12, 0.41, 0.03, 0.15, -0.17, 0.12]
}

8.
{
  "formula": "C2H4NO2",
  "method": "ωB97M-V with the def2-TZVPD basis set",
  "molar_mass_g_mol": 74.1,
  "total_charge": 1,
  "relative_energy_kcal_mol": 51.3,
  "e_lumo_ev": -4.678,
  "gap_ev": 10.788,
  "homo_ha": -0.56836,
  "species": ["O", "O", "N", "H", "C", "H", "H", "H", "C"],
  "positions_angstrom": [[1.3459, 0.1497, -0.7172], [0.5521, 2.3960, -0.6021], [-0.7375, -0.7447, 0.0008], [0.8116, -0.1302, 1.4773], [0.7965, 1.2760, -0.4368], [-0.3928, -1.6849, -0.5655], [-1.1991, -1.0715, 0.7895], [-1.6078, -0.2421, -0.3794], [0.4310, 0.0517, 0.4334]],
  "lowdin_charge": [0.20, 0.26, 0.22, 0.19, -0.42, 0.28, 0.13, 0.23, -0.08]
}

9.
{
  "formula": "C2H4NO2P",
  "method": "ωB97M-V with the def2-TZVPD basis set",
  "molar_mass_g_mol": 105.0,
  "total_charge": 0,
  "relative_energy_kcal_mol": 156.8,
  "e_lumo_ev": [-0.832, -0.843],
  "gap_ev": [6.792, 6.773],
  "homo_ha": [-0.28018, -0.27990],
  "species": ["O", "H", "H", "O", "H", "C", "P", "C", "H", "N"],
  "positions_angstrom": [[2.7978, 0.8130, 0.0346], [-0.3438, 0.3806, -1.2594], [-0.9189, -0.7946, 1.3592], [0.6855, 1.0950, 0.2811], [-1.7752, -0.9389, -0.1123], [-0.5032, 0.5719, -0.2626], [0.5967, -1.7901, -0.1905], [-0.8496, -0.7731, 0.2890], [-1.3677, 1.1805, -0.1698], [1.6786, 0.2556, 0.0307]],
  "lowdin_charge": [0.04, 0.06, 0.05, -0.06, 0.05, -0.31, 0.83, -0.55, 0.12, -0.24]
}

10.
{
  "formula": "C2H4NO2P",
  "method": "ωB97M-V with the def2-TZVPD basis set",
  "molar_mass_g_mol": 105.0,
  "total_charge": 0,
  "relative_energy_kcal_mol": 143.1,
  "e_lumo_ev": [-1.737, -1.317],
  "gap_ev": [8.001, 7.510],
  "homo_ha": [-0.35784, -0.32439],
  "species": ["O", "N", "O", "P", "H", "H", "H", "C", "C", "H"],
  "positions_angstrom": [[-0.2651, 1.4695, -2.1080], [0.1470, -0.4005, 1.1569], [0.0242, -2.1361, -1.9307], [-0.1152, 0.3954, -1.1480], [-1.4221, 1.1615, 1.1169], [-0.1715, -2.5457, -1.0869], [0.2476, -0.4130, 2.1646], [-0.7434, 0.5275, 0.5691], [0.8005, 0.6175, 0.4209], [1.4981, 1.3239, 0.8451]],
  "lowdin_charge": [-0.36, -0.04, -0.23, 0.89, 0.11, -0.06, 0.12, -0.28, -0.28, 0.11]
}

11.
{
  "formula": "C2H4NO2S",
  "method": "ωB97M-V with the def2-TZVPD basis set",
  "molar_mass_g_mol": 106.1,
  "total_charge": -1,
  "relative_energy_kcal_mol": 48.6,
  "e_lumo_ev": 3.595,
  "gap_ev": 5.796,
  "homo_ha": -0.08089,
  "species": ["O", "H", "S", "H", "H", "C", "N", "H", "C", "O"],
  "positions_angstrom": [[-2.3814, 1.1416, 0.8541], [-0.1551, -2.1311, -1.0626], [0.6830, -2.0541, 0.3335], [1.0082, 1.5656, 0.4656], [2.3514, 0.5246, 0.2587], [-2.0972, 0.5069, -0.0843], [0.4591, -0.5565, 0.9183], [0.9476, 0.6849, -0.8797], [1.2355, 0.5384, 0.1628], [-2.0512, -0.2202, -0.9665]],
  "lowdin_charge": [0.15, -0.14, 0.31, 0.02, 0.03, -0.48, -0.72, 0.02, -0.35, 0.15]
}

12.
{
  "formula": "C2H4NO2S2",
  "method": "ωB97M-V with the def2-TZVPD basis set",
  "molar_mass_g_mol": 138.2,
  "total_charge": -1,
  "relative_energy_kcal_mol": 52.1,
  "e_lumo_ev": 3.340,
  "gap_ev": 6.575,
  "homo_ha": -0.11887,
  "species": ["S", "C", "O", "S", "H", "H", "H", "O", "N", "C", "H"],
  "positions_angstrom": [[0.6302, -2.0679, 0.2876], [-0.3577, 0.8915, -0.0746], [-2.1601, 0.5696, -1.5450], [0.8328, -0.1199, 2.2770], [0.3295, -0.9926, -1.1456], [0.6917, 1.3911, -0.3340], [2.1089, -0.1899, 1.9089], [-0.1889, -0.4344, -1.9468], [-0.0302, -0.7664, 1.0331], [-0.9943, 0.3734, -1.2828], [-0.8618, 1.3456, 0.8223]],
  "lowdin_charge": [0.36, -0.05, 0.04, 0.52, -0.06, 0.12, -0.19, -0.05, -1.06, -0.71, 0.07]
}

13.
{
  "formula": "C2H4NO3P",
  "method": "ωB97M-V with the def2-TZVPD basis set",
  "molar_mass_g_mol": 121.0,
  "total_charge": 0,
  "relative_energy_kcal_mol": 95.5,
  "e_lumo_ev": [-1.744, -1.503],
  "gap_ev": [8.229, 7.854],
  "homo_ha": [-0.36651, -0.34387],
  "species": ["H", "H", "P", "N", "C", "H", "O", "O", "H", "O", "C"],
  "positions_angstrom": [[1.4847, 0.2957, 1.0522], [-2.5681, -0.1599, -1.7275], [-2.2958, -0.0785, -0.2435], [0.2432, -0.9668, 0.2657], [0.8652, 0.2075, 0.1665], [-0.0428, -1.3328, 1.1898], [-3.4664, -0.0253, 0.6121], [-1.3829, 1.3489, -0.0776], [1.2552, 0.1864, -0.8905], [0.5260, 2.5246, 0.2318], [-0.0261, 1.4694, 0.1446]],
  "lowdin_charge": [0.14, 0.05, 0.81, 0.01, -0.29, 0.06, -0.37, -0.19, 0.15, 0.13, -0.49]
}

14.
{
  "formula": "C2H4NO3S",
  "method": "ωB97M-V with the def2-TZVPD basis set",
  "molar_mass_g_mol": 122.1,
  "total_charge": -1,
  "relative_energy_kcal_mol": 53.3,
  "e_lumo_ev": [3.915, 3.962],
  "gap_ev": [6.993, 7.321],
  "homo_ha": [-0.11313, -0.12345],
  "species": ["C", "S", "H", "C", "N", "O", "O", "H", "O", "H", "H"],
  "positions_angstrom": [[0.1832, -0.4006, 0.7964], [0.3122, 1.4244, -1.2925], [-0.5064, -1.8953, -0.1884], [-0.8633, -1.3193, 0.6093], [1.0446, -0.3806, 1.6763], [0.0503, 2.6482, -0.5264], [1.6782, 1.2240, -1.7928], [1.6959, 0.3406, 1.5656], [-0.7720, 1.0138, -2.1562], [-1.2047, -1.9352, 1.3412], [-1.6180, -0.7198, -0.0325]],
  "lowdin_charge": [-0.35, 0.48, 0.06, -0.14, 0.06, -0.43, -0.42, 0.01, -0.42, 0.03, 0.11]
}

15.
{
  "formula": "C2H4NOP",
  "method": "ωB97M-V with the def2-TZVPD basis set",
  "molar_mass_g_mol": 89.0,
  "total_charge": 0,
  "relative_energy_kcal_mol": 24.5,
  "e_lumo_ev": 0.142,
  "gap_ev": 9.524,
  "homo_ha": -0.34480,
  "species": ["C", "H", "P", "C", "H", "N", "H", "O", "H"],
  "positions_angstrom": [[0.6879, -0.7713, -0.1655], [-0.9742, 0.5217, -1.4917], [0.5909, 1.1243, 1.6290], [-0.8488, 0.2870, -0.3144], [0.4971, -1.8199, -0.0666], [-0.5261, 1.3314, 0.5504], [1.1922, -0.3686, -1.0630], [1.1890, -0.2596, 1.0287], [-1.8080, -0.0451, -0.1069]],
  "lowdin_charge": [-0.16, 0.13, 0.91, -0.27, 0.08, -0.35, 0.10, -0.48, 0.04]
}

16.
{
  "formula": "C2H4NOS",
  "method": "ωB97M-V with the def2-TZVPD basis set",
  "molar_mass_g_mol": 90.1,
  "total_charge": -1,
  "relative_energy_kcal_mol": 29.5,
  "e_lumo_ev": [3.878, 2.026],
  "gap_ev": [3.198, 6.908],
  "s2": 2.014,
  "homo_ha": [0.02501, -0.17938],
  "multiplicity": 3,
  "species": ["H", "C", "O", "N", "H", "H", "H", "C", "S"],
  "positions_angstrom": [[-1.6647, -0.2456, -0.9451], [0.1765, 0.9351, 0.5008], [-0.5467, 1.8376, 0.0017], [-0.1766, -0.7865, 0.6115], [0.6457, 0.9959, 1.5570], [0.5000, -0.4012, -1.2920], [1.8664, -0.7673, -0.0359], [0.7844, -0.2569, -0.2509], [-1.5849, -1.3111, -0.1472]],
  "lowdin_charge": [-0.17, -0.45, -0.07, -0.48, 0.12, 0.07, 0.14, -0.33, 0.16]
}

17.
{
  "formula": "C2H4NP",
  "method": "ωB97M-V with the def2-TZVPD basis set",
  "molar_mass_g_mol": 73.0,
  "total_charge": 0,
  "relative_energy_kcal_mol": 59.8,
  "e_lumo_ev": [-0.129, -0.130],
  "gap_ev": [7.673, 7.671],
  "homo_ha": [-0.28673, -0.28669],
  "species": ["C", "N", "H", "H", "C", "P", "H", "H"],
  "positions_angstrom": [[0.4250, 0.2226, -1.4756], [-0.3409, 0.6668, -2.2549], [-1.1264, 0.2044, 1.8670], [-1.2609, 0.7987, -2.6213], [-0.1204, -0.1157, 1.6534], [0.2040, -0.8466, 0.1701], [0.6426, 0.1257, 2.3697], [1.5769, -1.0557, 0.2915]],
  "lowdin_charge": [-0.30, 0.08, -0.04, 0.09, -0.41, 0.70, -0.03, -0.09]
}

18.
{
  "formula": "C2H4NP",
  "method": "ωB97M-V with the def2-TZVPD basis set",
  "molar_mass_g_mol": 73.0,
  "total_charge": 0,
  "relative_energy_kcal_mol": 72.0,
  "e_lumo_ev": -1.086,
  "gap_ev": 7.624,
  "homo_ha": -0.32008,
  "species": ["N", "H", "C", "H", "H", "C", "H", "P"],
  "positions_angstrom": [[-0.9592, 1.9613, -0.4595], [0.6762, -1.1654, -0.5334], [0.6248, -0.0402, -0.9056], [0.6321, -1.2176, 1.6812], [1.3373, 0.4392, -1.6238], [-0.4263, 0.6687, -0.5547], [0.1237, -1.5082, 2.2680], [-2.0087, 0.8620, 0.1279]],
  "lowdin_charge": [-0.21, 0.06, -0.10, 0.01, 0.06, -0.80, 0.04, 0.94]
}

19.
{
  "formula": "C2H4NP",
  "method": "ωB97M-V with the def2-TZVPD basis set",
  "molar_mass_g_mol": 73.0,
  "total_charge": 0,
  "relative_energy_kcal_mol": 30.3,
  "e_lumo_ev": 0.931,
  "gap_ev": 9.548,
  "homo_ha": -0.31670,
  "species": ["H", "N", "C", "C", "H", "P", "H", "H"],
  "positions_angstrom": [[0.7812, -1.4701, 0.2735], [-1.7640, 0.6570, 0.3662], [-0.6403, 0.3053, -0.0137], [0.2483, -0.7709, -0.4759], [-0.0349, -1.2392, -1.4521], [1.0064, 0.9319, -0.7408], [-1.9931, 1.6842, 0.4460], [1.7965, 1.2831, 0.4657]],
  "lowdin_charge": [0.10, 0.08, -0.64, -0.39, 0.08, 0.80, 0.08, -0.10]
}

20.
{
  "formula": "C2H4NP",
  "method": "ωB97M-V with the def2-TZVPD basis set",
  "molar_mass_g_mol": 73.0,
  "total_charge": 0,
  "relative_energy_kcal_mol": 70.0,
  "e_lumo_ev": 0.946,
  "gap_ev": 10.037,
  "homo_ha": -0.33409,
  "species": ["H", "P", "N", "H", "C", "C", "H", "H"],
  "positions_angstrom": [[-1.9611, 1.4334, 0.3687], [1.6288, 0.1916, 0.0002], [-1.2270, -0.3793, -0.4859], [1.1425, 0.7681, -1.1238], [-1.4405, 0.6239, 0.2646], [-0.0983, -0.3928, 0.5093], [2.0832, -1.0659, -0.8376], [-0.1277, -1.1791, 1.3045]],
  "lowdin_charge": [0.02, 0.72, 0.00, -0.17, -0.03, -0.54, -0.06, 0.06]
}